[1]
Computed, not measured: a structure of composition CH2S3, with the ωB97M-V functional and the def2-TZVPD basis.

```
6
Properties=species:S:1:pos:R:3:nbo_charge:R:1
C -0.0665 0.0970 -0.2901 -0.513
H 2.1867 1.1190 0.1109 0.157
H -1.9542 -1.0523 0.6624 0.160
S 1.7538 -0.1535 -0.1392 0.057
S -0.9551 -1.4151 -0.1870 0.060
S -0.9647 1.4048 -0.1569 0.081
```

The calculation puts the energy relative to the best compared isomer or geometry (same formula, charge and spin) at 18.90 kcal/mol. The LUMO energy is -0.750 eV. As for the energy: -1233.822335 a.u. The HOMO-LUMO gap comes out at 0.2972 hartree. Its largest force on an atom is 0.033 Eh/bohr.


[2]
Computed, not measured: a structure of composition C10H28AgFO10P2, with the ωB97M-V functional and the def2-TZVPD basis.

```
52
Properties=species:S:1:pos:R:3:nbo_charge:R:1
Ag -0.5315 -1.0008 1.5493 0.912
F 0.1100 -1.6384 3.7536 -0.949
C 2.7137 -1.1740 -3.2065 -0.248
O 1.9731 -1.0187 -2.0048 -0.833
P 2.1960 -1.9507 -0.6957 2.575
O 1.1322 -1.9534 0.3070 -1.117
O 3.6395 -1.4724 -0.1276 -0.798
C 3.7369 -0.1342 0.3860 -0.271
O 2.5981 -3.4487 -1.2583 -0.801
C 1.6102 -4.3725 -1.7422 -0.264
H 2.3939 -2.0310 -3.7994 0.190
H 3.7807 -1.0995 -2.9965 0.200
H 2.3824 -0.3394 -3.8243 0.191
H 4.6861 0.3564 0.1706 0.192
H 3.6847 -0.2431 1.4693 0.213
H 2.9223 0.5442 0.1322 0.190
H 1.9251 -4.7336 -2.7213 0.190
H 0.5551 -4.1127 -1.6564 0.196
H 1.7597 -5.2367 -1.0949 0.203
C 0.2947 1.6379 -1.5870 -0.258
O -0.1021 2.6814 -0.7017 -0.820
P 0.1702 2.5575 0.9002 2.578
O -0.3376 1.3241 1.5167 -1.117
O 1.7839 2.7657 0.9579 -0.796
C 2.3780 3.9050 0.4833 -0.248
O -0.4642 3.9640 1.5193 -0.805
C -1.7933 4.0962 1.9947 -0.241
H -0.5773 1.3116 -2.1538 0.194
H 0.5667 0.7579 -1.0041 0.196
H 1.1165 1.7922 -2.2862 0.186
H 1.6613 4.5340 -0.0446 0.190
H 3.2113 3.6787 -0.1820 0.181
H 2.8128 4.4780 1.3023 0.189
H -2.3357 3.1508 1.9824 0.195
H -2.3131 4.7631 1.3068 0.182
H -1.8408 4.5456 2.9866 0.197
C -1.5727 -1.7588 -1.6912 -0.258
O -1.9674 -1.0964 -0.5054 -0.560
C -3.3722 -1.4116 -0.2520 -0.083
C -3.8478 -0.6316 1.0336 -0.070
O -3.1700 -1.1658 2.1672 -0.560
C -3.2465 -0.4360 3.4033 -0.257
H -1.7300 -2.8372 -1.6737 0.173
H -0.5080 -1.7644 -1.9247 0.196
H -2.0582 -1.3076 -2.5566 0.168
H -3.6076 -2.4484 -0.0118 0.193
H -3.9894 -1.0792 -1.0867 0.176
H -4.9166 -0.7120 1.2319 0.174
H -3.6517 0.4347 0.9213 0.169
H -4.2922 -0.3745 3.7048 0.153
H -2.8506 0.5786 3.3592 0.170
H -2.7184 -0.8740 4.2503 0.241
```

The LUMO energy is 0.296 eV. As for the energy: -2079.818382 a.u. The HOMO-LUMO gap comes out at 0.2795 hartree. Its largest force on an atom is 0.069 Eh/bohr.


[3]
Computed, not measured: a structure of composition C31H88AsF6N9O9, with the ωB97M-V functional and the def2-TZVPD basis.

```
144
Properties=species:S:1:pos:R:3:lowdin_charge:R:1
C -0.7449 -7.1983 2.1640 0.016
C 0.2008 -7.3336 0.9526 -0.288
C -0.0822 -6.4924 -0.3015 -0.131
O -0.2188 -5.0429 0.0223 -0.213
C -0.6290 -4.3946 -1.1890 -0.106
N 1.6579 -7.2568 1.3320 0.248
H 1.8991 -8.1834 1.6535 0.185
H 2.2087 -7.0984 0.5004 0.164
H 1.8943 -6.5722 2.0359 0.163
H -0.4773 -7.9465 2.9102 0.108
H -1.7510 -7.4143 1.8047 0.113
H -0.6786 -6.1654 2.5059 0.053
H 0.2444 -8.2964 0.4435 0.168
H -1.0177 -6.8408 -0.7392 0.149
H 0.6730 -6.7232 -1.0529 0.132
H -1.6847 -4.5664 -1.3990 0.101
H -0.0591 -4.7496 -2.0477 0.097
H -0.4478 -3.3475 -0.9465 0.054
C 4.1021 2.8395 0.7701 -0.030
C 4.9918 2.1000 -0.2104 -0.264
C 4.7974 2.5286 -1.6764 -0.202
O 5.3854 1.5506 -2.4963 -0.172
C 5.2716 1.9382 -3.8358 -0.089
N 6.5067 2.2426 0.1349 0.274
H 6.7415 1.5619 0.8432 0.163
H 7.1866 2.1665 -0.6081 0.176
H 6.7389 3.1406 0.5345 0.175
H 4.2229 2.5122 1.8028 0.060
H 3.0762 2.5818 0.5073 0.071
H 4.2505 3.9193 0.7594 0.109
H 4.7719 1.0372 -0.1095 0.135
H 5.0204 3.5743 -1.8881 0.154
H 3.7085 2.5340 -1.7260 0.119
H 5.7369 2.8713 -4.1533 0.113
H 4.2082 2.0581 -4.0430 0.089
H 5.6908 1.1906 -4.5092 0.106
C -0.3765 3.7397 -3.0997 -0.069
C -0.6303 4.5426 -4.3457 -0.247
C -1.8798 4.0179 -5.0902 -0.202
O -2.2666 4.9463 -6.0602 -0.176
C -1.5142 5.0723 -7.2632 -0.048
N -0.8705 6.0101 -3.8443 0.256
H -0.2025 6.3266 -3.1561 0.163
H -0.9262 6.6748 -4.6026 0.176
H -1.7038 6.1040 -3.2812 0.155
H 0.6289 3.8883 -2.7056 0.083
H -0.3192 2.6927 -3.3973 0.093
H -0.9997 3.9599 -2.2330 0.061
H 0.1922 4.5735 -5.0603 0.163
H -2.7963 3.9140 -4.5093 0.135
H -1.7158 3.0180 -5.4920 0.137
H -2.1538 4.7480 -8.0841 0.111
H -0.6457 4.4154 -7.3098 0.094
H -1.2093 6.0996 -7.4631 0.107
C -4.4338 0.9764 -1.6818 -0.016
C -4.2581 -0.3764 -2.4534 -0.243
C -4.7637 -0.2635 -3.9055 -0.168
O -3.7791 0.3485 -4.7409 -0.228
C -4.2162 0.3784 -6.0627 -0.068
N -2.7868 -0.7993 -2.5176 0.229
H -2.7155 -1.7040 -2.9609 0.170
H -2.2480 -0.1623 -3.0868 0.148
H -2.2983 -0.8494 -1.6350 0.097
H -4.1045 0.7487 -0.6679 0.050
H -5.4710 1.2886 -1.5600 0.106
H -3.9103 1.8113 -2.1476 0.076
H -4.8121 -1.2195 -2.0405 0.158
H -5.6595 0.3499 -4.0022 0.149
H -4.9561 -1.3021 -4.1745 0.142
H -4.0060 -0.6143 -6.4606 0.111
H -3.5155 0.9993 -6.6210 0.096
H -5.2408 0.7495 -6.0882 0.115
C 3.3018 -1.7345 2.8646 0.028
C 3.8531 -0.3962 3.2797 -0.292
O 4.9252 0.0928 2.8380 0.127
N 2.9504 0.5009 4.1043 0.081
H 2.2861 1.0053 3.5347 0.135
H 2.2971 -0.0172 4.6743 0.159
C 3.6412 1.5240 5.0173 0.074
H 3.0309 -1.5836 1.8196 0.062
H 2.4086 -2.0669 3.3935 0.064
H 4.0238 -2.5476 2.9411 0.123
H 4.0158 2.2367 4.2826 0.100
H 4.4249 1.0708 5.6244 0.128
H 2.9088 1.8662 5.7485 0.118
C -1.1070 3.6211 1.3964 0.016
C -2.5478 3.7798 1.0270 -0.337
O -3.3063 2.8921 1.3292 0.142
N -2.9900 5.1036 0.3520 0.093
H -2.1264 5.5873 0.1512 0.157
H -3.3776 4.9510 -0.5681 0.170
C -3.9451 5.9865 1.1758 0.093
H -0.6902 4.3592 2.0816 0.118
H -0.5625 3.6606 0.4529 0.076
H -0.9186 2.6139 1.7681 0.061
H -4.2682 6.8059 0.5337 0.129
H -3.3354 6.2864 2.0282 0.121
H -4.7489 5.2959 1.4307 0.116
C 2.5735 -3.1181 -1.1100 -0.003
C 3.9711 -2.6597 -1.0593 -0.370
O 4.5192 -2.0634 -0.1639 0.154
N 4.8281 -3.1033 -2.2740 0.130
H 5.7408 -3.1269 -1.8420 0.180
H 4.5504 -4.0330 -2.5546 0.174
C 4.6845 -2.0357 -3.4144 0.089
H 2.5021 -4.1345 -1.4973 0.100
H 2.0056 -2.6165 -1.8936 0.103
H 2.0317 -3.1118 -0.1642 0.082
H 5.0949 -1.0909 -3.0580 0.089
H 3.6265 -1.9769 -3.6696 0.106
H 5.3558 -2.3655 -4.2073 0.125
C 0.4252 -4.2038 6.4668 0.057
C 0.1987 -3.9237 4.9755 -0.367
O 0.9754 -4.3398 4.1628 0.140
N -0.9632 -3.1247 4.4986 0.115
H -1.8141 -3.2333 5.0317 0.184
H -0.6835 -2.1825 4.7311 0.168
C -1.3188 -3.1657 3.0050 0.042
H -0.2743 -4.9440 6.8552 0.122
H 0.3828 -3.2816 7.0463 0.100
H 1.3701 -4.6769 6.7345 0.120
H -1.6919 -2.2082 2.6414 0.074
H -2.1805 -3.8332 3.0068 0.121
H -0.4478 -3.4074 2.3958 0.075
C -4.0129 0.3079 2.8012 0.000
C -4.9240 0.4216 3.9822 -0.294
O -6.1846 0.4974 3.8623 0.177
N -4.2994 0.4837 5.3937 0.082
H -4.0882 -0.4514 5.7115 0.169
H -3.3527 0.8255 5.3104 0.150
C -5.0125 1.3809 6.4433 0.084
H -3.1850 1.0158 2.8412 0.062
H -4.5870 0.3859 1.8779 0.104
H -3.5548 -0.6777 2.8843 0.074
H -4.3519 1.5044 7.3015 0.116
H -5.9991 0.9664 6.6504 0.126
H -5.0621 2.3672 5.9820 0.114
As 0.3121 0.0641 0.3006 0.982
F 1.2720 0.8304 1.6008 -0.271
F 1.8070 -0.3345 -0.6377 -0.258
F -0.6653 -0.9105 -0.9248 -0.296
F -1.1260 0.4481 1.2533 -0.264
F 0.0282 1.5964 -0.6717 -0.274
F 0.5489 -1.4827 1.1729 -0.279
```

The calculation puts the energy relative to the best compared isomer or geometry (same formula, charge and spin) at 430.74 kcal/mol. As for the charge: +8. The LUMO energy is -17.250 eV. As for the energy: -5235.175190 a.u. The HOMO-LUMO gap comes out at 0.2459 hartree. Its largest force on an atom is 0.139 Eh/bohr.


[4]
Computed, not measured: the molecule CH5NO3, with the ωB97M-V functional and the def2-TZVPD basis.

```
10
Properties=species:S:1:pos:R:3:nbo_charge:R:1
O -0.3624 -0.2685 2.0722 -0.757
C 0.3854 -0.6225 1.0425 0.091
N -0.2731 0.1642 -0.4545 -0.043
O 0.3089 1.3446 -1.0274 -0.559
O -0.6588 -0.6557 -1.5196 -0.518
H 0.0207 -1.6245 0.7332 0.181
H 1.3315 -0.0592 1.1502 0.183
H -0.7585 0.5881 0.5108 0.462
H -0.1563 2.0418 -0.5312 0.475
H 0.1627 -0.9082 -1.9761 0.484
```

The calculation puts the energy relative to the best compared isomer or geometry (same formula, charge and spin) at 183.59 kcal/mol. The LUMO energy is 0.411 eV. As for the energy: -321.331015 a.u. The SMILES is [O-]C[NH+](O)O. The HOMO-LUMO gap comes out at 0.3441 hartree. Its largest force on an atom is 0.081 Eh/bohr.